(1)
{
  "formula": "C26H61B3NO5P2",
  "method": "ωB97M-V with the def2-TZVPD basis set",
  "total_charge": 1,
  "species": ["P", "P", "O", "O", "O", "O", "O", "N", "C", "C", "C", "C", "C", "C", "C", "C", "C", "C", "C", "C", "C", "C", "C", "C", "C", "C", "C", "C", "C", "C", "C", "C", "C", "C", "B", "B", "B", "H", "H", "H", "H", "H", "H", "H", "H", "H", "H", "H", "H", "H", "H", "H", "H", "H", "H", "H", "H", "H", "H", "H", "H", "H", "H", "H", "H", "H", "H", "H", "H", "H", "H", "H", "H", "H", "H", "H", "H", "H", "H", "H", "H", "H", "H", "H", "H", "H", "H", "H", "H", "H", "H", "H", "H", "H", "H", "H", "H", "H"],
  "xyz": [[-4.177, -1.479, 2.085], [6.958, -0.367, -5.903], [8.092, -1.584, -5.767], [5.155, -0.755, -3.693], [5.681, -0.201, -1.413], [7.056, 0.619, -3.184], [1.614, 2.689, -3.676], [7.967, 1.028, -6.060], [1.050, 0.381, -3.557], [-2.575, 0.314, 4.637], [0.858, 1.751, -2.926], [-4.274, -3.108, 1.295], [-1.699, -1.103, 0.709], [8.877, 3.416, -2.044], [-0.019, 0.292, 2.010], [-4.610, -3.231, -0.199], [3.014, 4.520, -3.066], [8.434, 2.246, -1.169], [-6.147, 0.783, 4.064], [2.415, -0.511, -1.588], [6.885, 2.080, -1.126], [-1.150, 0.307, 5.186], [-3.058, -0.492, 1.082], [-6.053, -2.969, -0.644], [-0.637, -1.088, 1.809], [-5.822, -0.768, 1.983], [-6.911, -0.290, 4.834], [1.224, -0.740, -2.539], [1.595, 4.002, -3.147], [-3.626, -1.939, 3.736], [-7.122, -3.704, 0.161], [3.578, -1.516, -1.818], [-3.332, -0.996, 4.917], [-6.164, 0.622, 2.544], [6.509, 0.784, -1.917], [6.332, -0.147, -4.054], [4.862, -0.796, -2.346], [-3.103, 1.142, 5.114], [-2.772, -1.580, 5.649], [-2.934, 0.507, 1.507], [-0.196, 2.029, -2.990], [-8.114, -3.353, -0.121], [-1.845, -2.132, 0.370], [3.562, 3.962, -2.311], [1.174, 1.759, -1.883], [2.036, -0.637, -0.581], [-0.769, 1.051, 2.248], [3.505, 4.342, -4.015], [1.127, 4.045, -2.164], [0.705, 0.273, 2.824], [-4.355, -4.252, -0.490], [-6.135, -3.275, -1.688], [8.210, -1.805, -4.828], [-6.728, -0.189, 5.904], [-5.998, -0.684, 0.907], [-7.986, -0.202, 4.671], [-1.162, 0.303, 6.276], [-6.264, -1.897, -0.654], [-0.606, 1.196, 4.866], [-5.491, 1.363, 2.105], [-7.163, 0.869, 2.179], [8.944, 3.152, -3.094], [-6.540, -1.512, 2.335], [3.273, -2.327, -2.469], [1.878, 0.387, -4.258], [8.779, 2.431, -0.160], [-6.609, -1.303, 4.556], [8.176, 4.233, -1.920], [-2.748, -2.573, 3.578], [0.313, -0.851, -1.955], [0.502, 0.609, 1.105], [-6.564, 1.760, 4.311], [-4.940, -3.731, 1.898], [6.449, 2.904, -1.688], [-3.281, -3.545, 1.440], [-3.946, -2.582, -0.777], [1.030, 4.668, -3.798], [-4.272, -0.774, 5.422], [-1.308, -0.555, -0.150], [2.786, 0.502, -1.684], [-7.022, -3.550, 1.237], [-0.593, -0.571, 4.854], [-4.397, -2.641, 4.077], [6.538, 2.045, -0.103], [0.157, -1.783, 1.528], [1.345, -1.668, -3.085], [7.444, 1.825, -6.397], [3.023, 5.579, -2.841], [-7.083, -4.777, -0.028], [0.161, 0.167, -4.143], [-1.042, -1.460, 2.754], [9.852, 3.781, -1.740], [8.906, 1.349, -1.551], [-3.611, -0.325, 0.150], [8.785, 0.853, -6.628], [-5.111, 0.822, 4.403], [3.813, -1.973, -0.862], [-2.565, 0.546, 3.569]],
  "forces_ev_per_angstrom": [[-0.072, -0.385, -0.192], [-0.620, -0.128, -0.981], [-0.284, 0.166, 0.950], [0.168, 0.278, 0.276], [-0.148, 0.585, -0.536], [-0.782, -0.112, 0.215], [-0.014, -0.096, 0.371], [0.230, -0.164, 0.668], [-0.551, -0.254, 0.141], [0.168, -0.017, 0.171], [0.146, 0.170, -0.809], [0.114, -0.288, -0.095], [0.102, -0.402, 0.250], [0.072, -0.050, 0.212], [0.005, -0.069, 0.017], [-0.098, 0.146, -0.196], [-0.119, -0.407, 0.020], [-0.303, 0.528, -0.162], [0.151, -0.107, 0.034], [-0.189, -0.916, -0.426], [0.719, -0.876, -0.533], [-0.019, 0.014, -0.101], [0.240, 0.523, -0.409], [-0.088, 0.076, 0.118], [0.072, 0.185, -0.044], [-0.543, 0.544, -0.121], [0.042, 0.096, 0.003], [0.264, 0.519, -0.057], [0.298, 0.406, -0.181], [0.301, -0.286, 0.757], [0.036, 0.035, -0.076], [0.067, 0.096, 0.170], [-0.318, 0.352, 0.045], [0.159, 0.156, 0.245], [0.624, 0.492, 0.669], [0.848, -0.073, -0.823], [-0.634, -0.982, 0.496], [-0.051, 0.005, -0.059], [0.058, -0.071, -0.084], [-0.053, -0.068, 0.120], [-0.219, 0.059, 0.276], [-0.017, -0.059, -0.024], [-0.045, 0.038, -0.078], [0.174, 0.060, 0.195], [0.017, 0.095, 0.229], [0.159, 0.164, 0.384], [0.022, 0.002, 0.008], [0.114, 0.118, -0.227], [-0.123, -0.194, 0.162], [0.006, 0.064, -0.024], [0.069, -0.016, 0.080], [0.058, 0.010, -0.015], [0.403, 0.024, -0.572], [-0.075, 0.015, 0.017], [0.102, -0.226, -0.032], [-0.006, -0.064, -0.028], [-0.012, -0.055, 0.008], [0.007, 0.000, 0.045], [0.024, -0.017, 0.035], [-0.035, 0.014, -0.034], [0.008, -0.093, -0.090], [-0.183, -0.065, -0.196], [0.133, -0.098, 0.083], [-0.141, -0.075, -0.228], [0.300, 0.188, 0.032], [0.161, -0.151, 0.228], [0.004, -0.003, 0.004], [-0.089, 0.294, -0.103], [-0.016, 0.056, -0.275], [-0.251, 0.045, 0.095], [-0.014, 0.014, -0.010], [-0.009, 0.019, -0.059], [-0.069, 0.112, 0.037], [-0.275, 0.272, 0.237], [0.010, 0.059, 0.084], [0.045, -0.057, -0.007], [-0.298, -0.086, -0.189], [-0.038, -0.001, -0.113], [-0.087, 0.032, -0.033], [-0.015, 0.328, 0.089], [-0.013, 0.009, 0.005], [0.013, 0.025, -0.005], [-0.043, -0.023, -0.152], [-0.323, 0.203, 0.145], [-0.027, -0.031, -0.005], [0.043, -0.277, -0.031], [0.114, -0.004, -0.240], [0.111, 0.200, 0.103], [0.015, -0.016, 0.059], [-0.073, -0.109, -0.304], [-0.020, 0.010, -0.029], [0.232, 0.025, 0.008], [0.215, -0.270, 0.175], [-0.152, -0.060, 0.083], [-0.078, 0.079, -0.102], [-0.033, -0.037, 0.005], [0.202, -0.113, 0.202], [0.019, -0.054, 0.035]]
}

***

(2)
{
  "formula": "C26H61N3O16S4",
  "method": "ωB97M-V with the def2-TZVPD basis set",
  "e_above_lowest_kj_mol": 103.8,
  "species": ["S", "S", "S", "S", "O", "O", "O", "O", "O", "O", "O", "O", "O", "O", "O", "O", "O", "O", "O", "O", "N", "N", "N", "C", "C", "C", "C", "C", "C", "C", "C", "C", "C", "C", "C", "C", "C", "C", "C", "C", "C", "C", "C", "C", "C", "C", "C", "C", "C", "H", "H", "H", "H", "H", "H", "H", "H", "H", "H", "H", "H", "H", "H", "H", "H", "H", "H", "H", "H", "H", "H", "H", "H", "H", "H", "H", "H", "H", "H", "H", "H", "H", "H", "H", "H", "H", "H", "H", "H", "H", "H", "H", "H", "H", "H", "H", "H", "H", "H", "H", "H", "H", "H", "H", "H", "H", "H", "H", "H", "H"],
  "xyz": [[5.296, -0.663, -2.680], [-3.312, 3.884, 11.636], [-1.378, 3.022, -0.309], [-4.546, -2.331, -9.378], [-3.425, 5.367, 11.600], [6.012, -1.344, -3.750], [3.957, -0.036, -3.314], [-0.652, 4.125, -0.915], [-3.111, -2.189, -8.488], [-2.608, 3.303, 10.487], [-5.239, -3.603, -9.221], [5.873, 0.847, -2.505], [-2.791, 3.298, 13.115], [5.001, -1.371, -1.419], [-4.249, -2.021, -10.773], [-2.112, 3.556, 1.131], [-2.386, 2.286, -1.008], [-4.755, 3.132, 11.872], [-0.360, 2.026, 0.514], [-5.258, -1.042, -8.617], [0.873, 7.562, -10.382], [3.184, -2.358, 8.937], [-1.759, -7.400, 0.104], [-3.194, -7.429, 0.179], [-1.135, 8.859, -10.708], [3.575, -3.949, 7.008], [-3.638, 2.165, 13.618], [1.196, -2.503, 10.521], [5.471, 1.500, -3.673], [-4.654, 1.903, 12.417], [2.223, -3.213, 9.689], [-2.215, 2.415, 2.039], [0.311, 8.834, -10.618], [4.234, 0.833, -4.308], [-2.962, -0.804, -8.324], [-1.038, -7.443, 1.397], [-1.167, -6.343, -0.802], [-4.281, -0.267, -7.864], [-1.391, -8.560, 2.348], [3.783, -1.326, 9.761], [1.631, 5.516, -11.678], [4.832, -1.797, 10.772], [4.183, -3.040, 8.181], [1.418, 7.722, -7.997], [-1.351, -6.722, -2.266], [-3.913, -6.145, 0.758], [1.975, 7.431, -9.442], [1.254, 7.025, -11.729], [-1.139, 1.396, 1.516], [-2.407, -8.649, 2.733], [0.686, 9.486, -9.830], [-3.631, -6.003, 1.801], [-3.541, -8.224, 0.839], [-0.958, -5.838, -2.768], [5.657, -2.395, 10.385], [1.510, 5.145, -12.696], [-4.991, -6.223, 0.615], [0.006, -7.537, 1.098], [-1.072, -6.474, 1.895], [2.635, 5.379, -11.276], [4.404, -4.381, 6.449], [1.064, 4.819, -11.062], [4.278, -2.260, 11.590], [0.348, 7.561, -7.872], [-2.645, -0.294, -9.233], [2.927, -3.424, 6.306], [0.692, 9.390, -11.475], [1.612, -1.889, 11.320], [-1.594, -5.349, -0.667], [4.373, -0.696, 9.095], [0.526, -3.295, 10.856], [-1.453, 8.691, -11.737], [-1.671, 8.275, -9.960], [-1.102, -9.517, 1.914], [-4.614, -0.367, -6.831], [-1.401, 9.865, -10.385], [-3.502, -7.588, -0.854], [-0.148, -6.055, -0.547], [2.267, 6.382, -9.506], [6.232, 1.802, -4.392], [-4.479, 0.768, -8.139], [2.062, 7.647, -12.115], [0.642, -1.851, 9.847], [-4.210, 1.116, 11.808], [-0.810, -8.391, 3.255], [-1.689, 0.542, 1.123], [4.423, 0.208, -5.181], [-5.536, 1.469, 12.889], [1.361, 8.804, -7.880], [-0.389, 1.166, 2.273], [4.803, -3.746, 8.733], [-4.208, 2.589, 14.444], [5.241, -0.938, 11.303], [-3.115, 1.253, 13.908], [-3.166, 1.896, 1.916], [0.413, 7.118, -12.417], [-2.385, -6.805, -2.600], [-2.113, 2.511, 3.120], [5.177, 2.458, -3.244], [1.593, -3.843, 9.060], [2.188, 7.203, -7.425], [3.054, -4.802, 7.443], [-2.241, -0.555, -7.545], [-0.943, -7.730, -2.346], [3.079, -0.655, 10.254], [2.852, 8.068, -9.560], [4.912, -2.408, 7.673], [-3.482, -5.335, 0.171], [2.767, -3.779, 10.445], [3.447, 1.575, -4.447]],
  "forces_ev_per_angstrom": [[-0.239, -1.760, 0.612], [0.677, 0.974, -0.504], [0.166, 1.532, 1.964], [0.191, -0.571, -1.772], [-0.226, -4.358, 0.972], [-0.850, 1.043, 1.725], [-2.497, -3.473, 2.930], [-1.208, -2.229, 1.185], [-1.820, -0.891, -0.969], [-1.348, 0.480, 2.651], [1.258, 2.501, 1.166], [0.942, -2.544, 0.549], [-0.112, -0.404, -1.039], [0.782, 2.502, -3.204], [-0.241, 0.355, 2.403], [0.717, -0.759, -0.269], [0.867, 0.162, 0.109], [-0.859, 2.823, -2.434], [-0.960, 1.221, -1.840], [0.307, -1.847, -1.043], [1.200, -1.756, -2.476], [-1.365, 0.565, 0.577], [1.761, 0.667, 0.491], [-0.899, 1.078, 0.389], [-2.102, 1.051, 0.401], [0.641, 0.398, 1.179], [-0.989, 1.150, -1.424], [-0.351, 0.908, -0.744], [-0.133, 3.827, -1.098], [2.597, -2.186, 3.038], [1.094, 0.214, 0.249], [0.311, -1.299, -1.489], [1.980, 1.596, 1.520], [1.722, 0.772, -0.830], [0.842, 1.443, 1.021], [-0.220, 0.555, -1.048], [-1.753, -0.430, 0.644], [-1.944, 0.193, -0.527], [0.310, -0.258, 0.330], [1.613, 0.426, -0.438], [0.341, 0.481, -0.326], [-0.920, 0.384, 1.231], [-0.613, -2.219, -2.370], [0.777, 0.677, -1.797], [-0.107, 0.281, 1.013], [1.390, -0.739, -0.994], [-2.234, -0.015, 1.171], [-0.579, -1.413, 1.605], [-0.127, 0.093, 0.863], [-0.237, 0.312, -0.488], [-0.391, 0.155, 0.510], [-0.247, 0.017, 0.044], [0.327, -0.518, -0.477], [0.615, -0.732, -0.883], [-0.312, -0.088, 0.020], [0.591, -0.202, -0.032], [0.091, 0.135, 0.134], [0.151, -0.244, 0.232], [-0.299, 0.308, 0.357], [0.285, -0.003, -0.631], [0.096, 0.102, -0.063], [-0.770, 0.675, 0.194], [0.343, -0.863, 0.051], [0.250, -1.466, 0.093], [-0.058, -0.268, -0.234], [-0.018, 0.163, 0.237], [0.484, -0.321, -0.654], [-0.171, -0.279, 0.190], [-0.802, 0.180, 0.282], [-0.351, 0.279, -0.425], [-0.065, 0.323, 0.484], [-0.486, -0.193, 0.244], [0.228, -0.629, -0.337], [-0.080, -0.079, 0.086], [0.753, -0.342, 0.184], [-0.446, 0.364, -0.627], [-0.575, -0.182, 0.173], [0.387, -1.121, -0.025], [0.213, 0.179, 0.202], [0.534, -0.905, 0.160], [0.402, 0.023, -0.140], [0.368, -0.169, -0.302], [-0.308, 0.221, 0.181], [-0.082, 0.313, -0.694], [0.282, -0.192, 0.001], [0.537, -0.233, -0.014], [0.216, 0.695, -0.524], [-0.526, 0.752, -0.493], [1.027, 0.180, 0.456], [-0.385, -0.405, 0.035], [0.077, -0.159, 0.613], [0.285, -0.060, 0.109], [0.286, 0.278, -0.358], [0.583, 0.512, -0.186], [-0.270, 0.477, -0.283], [-0.155, 0.224, 0.188], [-0.205, 0.139, 0.407], [0.362, 1.434, -0.269], [-0.369, 0.225, -0.300], [0.830, -0.250, -0.460], [-0.801, 0.370, 1.151], [-0.243, 0.094, -0.054], [0.310, -0.592, -0.084], [0.636, 0.371, -0.863], [-0.280, -0.321, -0.126], [0.220, 0.214, -0.553], [-0.332, 0.743, 0.329], [-0.522, 0.453, 0.197], [0.346, -0.918, -0.306], [-0.117, -0.381, -0.010]]
}

***

Number 1: lowest unoccupied orbital energy -0.07875 hartree. Number 2: lowest unoccupied orbital energy 0.00543 hartree.